{
  "formula": "C32H42AsBrN6NaO6P",
  "method": "wB97M-V/def2-TZVPD",
  "species": ["Na", "O", "C", "N", "C", "O", "C", "C", "C", "C", "C", "N", "C", "C", "C", "C", "C", "N", "H", "H", "H", "H", "H", "H", "H", "H", "Br", "C", "C", "C", "C", "C", "C", "C", "C", "C", "C", "H", "H", "H", "H", "H", "H", "C", "As", "C", "C", "H", "H", "H", "H", "H", "H", "H", "H", "H", "O", "C", "O", "C", "N", "C", "C", "C", "H", "H", "H", "H", "H", "H", "H", "H", "H", "N", "C", "P", "O", "O", "C", "N", "H", "H", "H", "H", "H", "H", "H", "H", "H", "H"],
  "xyz": [[-0.276, -0.323, 0.363], [1.379, -3.063, 2.543], [1.756, -1.918, 2.022], [2.257, -1.910, 0.849], [3.061, -0.968, 0.301], [4.050, -0.520, 0.855], [2.773, -0.681, -1.138], [3.766, -0.092, -1.922], [3.514, 0.125, -3.263], [2.273, -0.234, -3.766], [1.340, -0.776, -2.894], [1.578, -1.009, -1.617], [1.570, -0.666, 2.793], [1.666, -0.648, 4.181], [1.480, 0.552, 4.843], [1.214, 1.689, 4.100], [1.160, 1.566, 2.720], [1.335, 0.428, 2.080], [4.709, 0.160, -1.463], [4.264, 0.559, -3.910], [2.041, -0.098, -4.811], [0.353, -1.050, -3.235], [1.899, -1.550, 4.726], [1.541, 0.600, 5.921], [1.063, 2.644, 4.580], [0.967, 2.426, 2.092], [-3.271, -0.410, -2.364], [-2.598, 1.235, -3.106], [-3.271, 1.734, -4.182], [-2.794, 2.904, -4.790], [-1.665, 3.504, -4.309], [-0.974, 2.977, -3.198], [0.204, 3.575, -2.721], [0.857, 3.026, -1.652], [0.326, 1.914, -0.985], [-0.841, 1.251, -1.358], [-1.450, 1.804, -2.529], [-4.150, 1.238, -4.568], [-3.325, 3.308, -5.640], [-1.273, 4.394, -4.785], [0.576, 4.465, -3.210], [1.781, 3.471, -1.301], [0.872, 1.559, -0.117], [-2.073, 2.596, 3.136], [-2.280, 1.788, 1.363], [-2.336, 3.495, 0.400], [-4.260, 1.631, 1.458], [-2.902, 3.272, 3.347], [-1.141, 3.160, 3.172], [-2.040, 1.812, 3.888], [-2.903, 4.231, 0.975], [-2.813, 3.366, -0.571], [-1.327, 3.867, 0.230], [-4.685, 2.600, 1.715], [-4.544, 0.913, 2.228], [-4.678, 1.320, 0.497], [-2.093, -4.316, -0.224], [-1.370, -3.490, -0.959], [-1.231, -2.323, -0.675], [-0.777, -4.114, -2.214], [-1.248, -5.500, -2.293], [-0.084, -6.383, -2.346], [1.003, -5.590, -1.619], [0.756, -4.164, -2.105], [-1.099, -3.494, -3.056], [-1.883, -5.657, -3.066], [-2.025, -5.198, -0.684], [0.228, -6.583, -3.379], [-0.320, -7.337, -1.868], [1.999, -5.945, -1.870], [0.870, -5.646, -0.538], [1.206, -4.010, -3.084], [1.122, -3.394, -1.428], [-0.385, -3.004, 4.620], [-1.554, -3.246, 3.788], [-1.905, -1.595, 3.002], [-2.124, -0.578, 4.053], [-0.898, -1.316, 1.933], [-3.501, -1.980, 2.056], [-3.307, -1.410, 0.724], [-0.238, -3.757, 5.283], [-0.545, -2.139, 5.135], [0.784, -2.933, 3.337], [-2.428, -3.590, 4.354], [-1.308, -3.988, 3.027], [-4.355, -1.523, 2.555], [-3.652, -3.056, 1.981], [-3.067, -0.402, 0.806], [-4.082, -1.541, 0.070], [-2.421, -1.819, 0.308]],
  "forces_ev_per_angstrom": [[0.69, 0.52, -1.66], [0.02, -0.10, 0.21], [0.42, 0.06, -0.93], [-0.64, -0.96, 0.47], [0.66, 0.20, 0.29], [-0.09, 0.12, -0.20], [0.30, 0.44, -0.56], [-0.06, -0.10, 0.25], [-0.16, -0.06, 0.00], [0.07, 0.00, 0.11], [-0.08, 0.02, -0.39], [0.19, -0.06, 0.53], [0.19, 0.23, 0.90], [0.11, -0.04, -0.26], [-0.04, 0.14, -0.09], [0.09, -0.15, 0.11], [0.04, 0.33, 0.10], [0.05, -0.18, -0.18], [0.04, 0.03, 0.05], [0.04, 0.02, 0.02], [-0.12, 0.03, -0.06], [-0.23, 0.05, -0.12], [0.02, -0.07, 0.00], [0.02, 0.00, 0.06], [-0.04, 0.06, -0.04], [-0.05, 0.16, -0.05], [-0.16, 0.06, -0.21], [-0.55, -0.35, -0.16], [-0.12, -0.24, 0.09], [0.15, 0.19, -0.03], [-0.14, 0.09, -0.23], [-0.11, -0.29, 0.18], [0.28, 0.12, 0.10], [0.18, 0.37, -0.06], [-0.60, -0.34, -0.18], [0.43, 0.19, -0.36], [0.29, 0.14, 0.25], [0.01, -0.03, 0.04], [0.01, 0.07, -0.07], [0.01, 0.07, -0.02], [0.08, 0.05, -0.06], [0.06, 0.06, 0.01], [0.28, 0.12, 0.13], [-0.05, 0.02, 0.23], [-0.48, 0.74, 0.31], [0.00, 0.04, -0.12], [0.02, -0.05, 0.00], [0.00, 0.05, -0.04], [-0.04, 0.03, -0.05], [0.01, -0.08, 0.02], [0.02, -0.10, 0.06], [0.06, -0.08, -0.03], [0.02, -0.04, -0.02], [-0.01, 0.03, 0.04], [-0.01, -0.02, 0.05], [0.08, -0.01, -0.01], [-0.17, -0.02, 0.48], [0.04, -0.09, -0.45], [0.07, -0.18, -0.08], [-0.04, 0.33, 0.13], [-0.14, -0.10, -0.26], [0.38, -0.39, 0.06], [-0.11, -0.07, -0.19], [-0.07, -0.12, 0.10], [-0.05, -0.03, 0.09], [0.05, 0.08, 0.08], [0.00, 0.25, -0.23], [-0.03, 0.02, 0.09], [0.10, 0.05, -0.06], [0.07, -0.04, 0.09], [0.01, -0.07, 0.06], [-0.01, 0.04, -0.06], [0.09, 0.01, -0.04], [0.20, -0.03, 0.38], [-0.34, 0.52, -0.32], [-0.57, -0.88, -0.09], [-0.26, 0.04, 0.55], [-0.69, -1.22, 1.03], [0.36, 0.09, 0.95], [0.34, 0.20, -0.37], [0.03, 0.11, -0.01], [0.11, -0.12, 0.10], [0.07, -0.03, 0.14], [-0.03, 0.08, -0.06], [-0.08, 0.02, -0.14], [0.02, -0.01, -0.06], [0.02, 0.00, -0.10], [-0.29, -0.22, -0.27], [0.16, 0.20, 0.17], [-0.38, 0.09, -0.14]],
  "relative_energy_kcal_mol": 3.75,
  "homo_lumo_gap_ev": 6.2846,
  "homo_ev": -6.34,
  "multiplicity": 1,
  "largest_force_ha_per_bohr": 0.0364
}